Record 1
Below is a structure of composition C9H25Br2O9P2Pb at a distorted geometry, with properties calculated with ωB97M-V/def2-TZVPD.

Values from the calculation:
* HOMO energy (spin up / spin down): -4.494 / -7.325 eV
* multiplicity: 2

Element x y z (Å)
Pb (2.70, 0.48, -0.48)
C (-0.26, 2.43, 1.23)
O (0.82, 1.87, 0.48)
H (-0.88, 1.60, 1.56)
H (-0.25, 3.00, 2.16)
H (-0.74, 3.09, 0.51)
Br (-5.31, 2.94, -2.17)
C (-3.85, 3.90, -3.06)
C (-2.81, 4.27, -1.94)
Br (-1.22, 5.29, -2.62)
H (-4.28, 4.76, -3.58)
H (-3.37, 3.35, -3.87)
H (-2.54, 3.46, -1.26)
H (-3.26, 4.93, -1.20)
C (-0.50, 1.38, -3.16)
O (-0.61, -0.07, -3.48)
P (-0.41, -1.12, -2.25)
O (0.80, -0.74, -1.43)
O (-1.83, -1.27, -1.56)
C (-2.25, -0.58, -0.36)
O (-0.29, -2.51, -3.07)
C (-1.53, -3.09, -3.70)
H (-1.49, 1.83, -3.07)
H (0.17, 1.84, -3.89)
H (0.01, 1.46, -2.20)
H (-1.96, -1.15, 0.52)
H (-3.29, -0.27, -0.46)
H (-1.73, 0.38, -0.39)
H (-1.19, -3.07, -4.73)
H (-2.51, -2.60, -3.69)
H (-1.57, -4.13, -3.37)
C (3.35, -4.45, 2.68)
O (2.38, -3.50, 2.38)
P (2.52, -1.93, 2.79)
O (2.48, -1.03, 1.63)
O (1.34, -1.69, 3.88)
C (0.32, -0.68, 3.54)
O (3.88, -1.85, 3.67)
C (4.45, -0.58, 3.83)
H (3.20, -5.29, 1.99)
H (3.13, -4.89, 3.65)
H (4.35, -4.02, 2.68)
H (0.23, -0.43, 2.48)
H (0.54, 0.24, 4.08)
H (-0.71, -0.96, 3.78)
H (5.53, -0.60, 3.67)
H (4.21, -0.12, 4.79)
H (4.22, 0.10, 3.01)

These are the natural (NBO) partial charges, in e, on atoms 1 to 6: 0.83, -0.23, -1.02, 0.11, 0.14, 0.14



Record 2
Below is a cluster of 2 separate species, C2H5O3S3 in total at a distorted geometry, with properties calculated with ωB97M-V/def2-TZVPD.

Values from the calculation:
* HOMO energy: -4.445 eV
* net charge: -1

Element x y z (Å)
C (-0.66, -0.87, -0.18)
C (-0.97, -0.73, 1.23)
O (1.86, -1.18, 0.49)
O (2.72, 2.99, -1.58)
O (1.89, 1.31, 0.22)
S (-0.02, 0.22, 2.17)
S (-2.33, -1.41, 1.90)
S (2.00, 0.15, 1.14)
H (-1.53, -1.38, -0.80)
H (0.07, -1.72, -0.30)
H (-0.14, -0.03, -0.61)
H (1.94, 3.47, -1.67)
H (2.35, 2.22, -1.16)

These are the natural (NBO) partial charges, in e, on atoms 1 to 6: -0.73, -0.28, -1.00, -0.96, -1.04, 0.02



Record 3
Below is an isolated molecule of C21H28N4O3, with properties calculated with ωB97M-V/def2-TZVPD.

Values from the calculation:
* HOMO energy: -7.836 eV

Element x y z (Å)
C (-3.79, -3.63, -0.34)
C (-4.53, -3.14, 0.90)
H (-3.82, -2.68, 1.59)
H (-5.05, -3.97, 1.39)
O (-5.55, -2.22, 0.58)
C (-5.18, -0.97, 0.27)
N (-3.90, -0.64, 0.29)
C (-3.59, 0.62, -0.01)
N (-4.46, 1.58, -0.34)
C (-5.75, 1.24, -0.36)
C (-6.17, -0.04, -0.06)
H (-7.21, -0.33, -0.07)
C (-6.72, 2.32, -0.74)
H (-6.19, 3.26, -0.85)
H (-7.20, 2.07, -1.69)
H (-7.49, 2.41, 0.02)
N (-2.28, 0.96, 0.01)
C (-1.84, 2.27, -0.37)
H (-1.75, 2.92, 0.51)
C (-0.50, 2.18, -1.09)
H (-0.60, 1.52, -1.96)
H (-0.20, 3.16, -1.44)
C (0.59, 1.59, -0.18)
C (1.55, 0.72, -0.99)
O (1.22, 0.15, -2.01)
N (2.78, 0.63, -0.42)
C (3.89, -0.11, -0.84)
C (3.90, -0.93, -1.95)
C (5.05, -1.62, -2.29)
C (6.19, -1.49, -1.53)
C (6.20, -0.67, -0.41)
C (5.06, 0.02, -0.05)
O (4.94, 0.88, 1.02)
C (6.00, 0.98, 1.95)
C (6.08, -0.22, 2.89)
H (5.14, -0.33, 3.43)
H (6.27, -1.14, 2.34)
H (6.88, -0.07, 3.61)
H (5.77, 1.88, 2.52)
H (6.96, 1.13, 1.43)
H (7.10, -0.59, 0.17)
H (7.09, -2.03, -1.79)
H (5.05, -2.26, -3.16)
H (3.01, -1.02, -2.54)
H (2.95, 1.16, 0.42)
C (-0.05, 0.69, 0.91)
H (0.67, -0.04, 1.26)
H (-0.36, 1.30, 1.76)
C (-1.27, -0.02, 0.34)
H (-1.69, -0.72, 1.06)
H (-0.98, -0.59, -0.56)
H (1.16, 2.39, 0.31)
H (-2.60, 2.70, -1.03)
H (-4.49, -4.06, -1.05)
H (-3.07, -4.39, -0.06)
H (-3.27, -2.80, -0.81)

These are the natural (NBO) partial charges, in e, on atoms 1 to 6: -0.64, -0.07, 0.19, 0.19, -0.48, 0.57



Record 4
Below is a cluster of 3 separate species, C4H13NO3 in total, with properties calculated with ωB97M-V/def2-TZVPD.

Values from the calculation:
* HOMO energy: -9.088 eV

Element x y z (Å)
O (-2.15, 0.56, -2.40)
C (-2.28, -0.12, -1.42)
C (-1.20, -0.81, -0.64)
C (0.02, 0.04, -0.29)
C (1.06, -0.75, 0.50)
N (1.91, -0.02, 1.41)
H (-3.30, -0.26, -1.00)
H (-1.66, -1.20, 0.28)
H (-0.85, -1.69, -1.19)
H (-0.22, 0.97, 0.21)
H (0.48, 0.34, -1.22)
H (0.61, -1.57, 1.06)
H (1.69, -1.35, -0.17)
H (2.43, 0.71, 0.95)
H (1.44, 0.28, 2.25)
H (1.12, 1.20, -5.28)
H (0.23, 1.18, -4.00)
O (1.10, 1.41, -4.34)
H (-0.41, -0.13, 5.68)
H (0.31, 0.96, 4.84)
O (-0.31, 0.23, 4.79)

These are the natural (NBO) partial charges, in e, on atoms 1 to 6: -0.53, 0.46, -0.51, -0.42, -0.22, -0.84



Record 5
Below is a cluster of 2 separate species, C31H31FN in total at a distorted geometry, with properties calculated with ωB97M-V/def2-TZVPD.

Values from the calculation:
* HOMO energy: -9.974 eV
* net charge: +1

Element x y z (Å)
F (-2.05, 0.71, -5.04)
C (-2.29, 0.56, -3.70)
C (-2.88, 1.61, -3.00)
C (-2.99, 1.51, -1.62)
C (-2.50, 0.37, -0.92)
C (-2.22, 0.43, 0.51)
C (-2.19, -0.85, 1.21)
C (-3.20, -1.27, 2.13)
C (-3.07, -2.47, 2.82)
C (-2.00, -3.34, 2.55)
C (-1.04, -2.98, 1.60)
C (-1.15, -1.76, 0.93)
C (-2.17, -0.76, -1.73)
C (-1.94, -0.64, -3.10)
H (-3.24, 2.49, -3.53)
H (-3.43, 2.32, -1.03)
H (-2.49, 1.36, 1.02)
H (-4.09, -0.64, 2.26)
H (-3.81, -2.76, 3.57)
H (-1.91, -4.30, 3.06)
H (-0.22, -3.65, 1.33)
H (-0.44, -1.53, 0.14)
H (-2.03, -1.74, -1.27)
H (-1.54, -1.47, -3.67)
C (-4.12, 2.86, 8.15)
C (-3.93, 3.97, 7.35)
C (-3.43, 3.84, 6.03)
C (-3.25, 4.97, 5.19)
C (-2.82, 4.82, 3.88)
C (-2.44, 3.55, 3.41)
C (-2.48, 2.43, 4.23)
C (-1.87, 1.14, 3.70)
C (-0.52, 1.36, 3.01)
C (0.51, 0.26, 2.99)
C (1.67, 0.83, 2.14)
C (1.24, 0.74, 0.67)
C (0.11, 1.71, 0.48)
N (-0.55, 2.16, 1.76)
C (0.62, 3.19, 2.20)
C (1.87, 2.36, 2.48)
C (-3.08, 2.53, 5.54)
C (-3.32, 1.41, 6.38)
C (-3.82, 1.58, 7.66)
H (-4.51, 2.98, 9.16)
H (-4.16, 4.98, 7.70)
H (-3.49, 5.95, 5.60)
H (-2.73, 5.69, 3.22)
H (-2.10, 3.44, 2.39)
H (-1.73, 0.42, 4.52)
H (-2.58, 0.69, 3.01)
H (-0.09, 2.03, 3.77)
H (0.82, 0.05, 4.02)
H (0.08, -0.66, 2.58)
H (2.58, 0.26, 2.31)
H (2.06, 1.03, 0.00)
H (0.93, -0.27, 0.39)
H (0.53, 2.64, 0.04)
H (-0.60, 1.41, -0.28)
H (0.75, 3.90, 1.38)
H (0.24, 3.74, 3.06)
H (2.16, 2.46, 3.53)
H (2.69, 2.74, 1.86)
H (-3.12, 0.41, 6.00)
H (-3.99, 0.71, 8.30)

These are the natural (NBO) partial charges, in e, on atoms 1 to 6: -0.29, 0.51, -0.29, -0.07, -0.21, 0.25



Record 6
Below is a cluster of 3 separate species, C5H10O2 in total, with properties calculated with ωB97M-V/def2-TZVPD.

Values from the calculation:
* HOMO energy: -9.519 eV

Element x y z (Å)
O (2.37, 0.35, 1.10)
C (2.31, -0.19, 0.02)
C (-0.26, -1.88, 0.14)
C (-0.85, -0.69, 0.18)
C (-1.68, 0.16, -0.75)
O (-1.73, 1.21, 0.22)
C (-0.97, 0.44, 1.18)
H (1.01, 2.52, -0.49)
H (2.70, -1.21, -0.14)
H (1.86, 0.30, -0.86)
H (0.29, -2.26, 1.00)
H (-0.32, -2.52, -0.73)
H (0.27, 2.42, -0.49)
H (-2.68, -0.23, -0.99)
H (-1.18, 0.48, -1.68)
H (-0.03, 0.92, 1.45)
H (-1.56, 0.21, 2.08)

These are the natural (NBO) partial charges, in e, on atoms 1 to 6: -0.52, 0.28, -0.43, -0.01, -0.10, -0.53



Record 7
Below is a structure of composition C6H14ClOPbRu at a distorted geometry, with properties calculated with ωB97M-V/def2-TZVPD.

Values from the calculation:
* HOMO energy (spin up / spin down): 2.017 / 0.829 eV
* multiplicity: 6
* net charge: -2

Element x y z (Å)
Ru (-0.26, 0.00, -0.32)
Cl (0.39, -1.94, 0.71)
C (1.44, 0.78, 0.32)
H (1.45, 1.84, 0.01)
H (2.31, 0.23, -0.07)
H (1.39, 0.70, 1.42)
Pb (0.95, -3.34, -1.85)
C (2.45, -4.25, -0.39)
C (-1.14, -4.23, -1.83)
C (1.75, -3.63, -3.80)
H (-1.82, -3.43, -2.17)
H (-1.18, -5.09, -2.53)
H (-1.42, -4.53, -0.81)
H (3.15, -3.43, -0.17)
H (1.99, -4.60, 0.54)
H (2.98, -5.08, -0.91)
H (2.84, -3.75, -3.94)
H (1.08, -3.76, -4.67)
C (-1.41, 2.37, 1.17)
C (-1.54, 1.32, 0.13)
O (-2.46, 1.05, -0.64)
H (-0.43, 2.30, 1.67)
H (-2.21, 2.27, 1.92)
H (-1.52, 3.38, 0.72)

These are the natural (NBO) partial charges, in e, on atoms 1 to 6: 0.80, -0.61, -1.16, 0.18, 0.22, 0.20